1.
Density functional theory data (the ωB97M-V functional and the def2-TZVPD basis) for a structure of composition C25H57Br4N7O7 at a distorted geometry.

```
100
Properties=species:S:1:pos:R:3:forces:R:3
Br 1.011638 28.744735 -14.595489 -1.17 9.34 -3.43
Br 8.208386 24.820340 -11.697231 -0.24 -1.22 -0.95
Br 3.172986 32.856012 -15.279942 -0.73 -0.45 0.21
Br 6.873417 25.951025 -14.669178 -1.48 -7.38 -2.24
O 3.356392 23.669924 -9.482352 1.74 1.56 2.06
O 2.838659 23.453670 -16.656057 1.89 1.21 0.43
O 5.711411 33.100339 -11.134342 -2.38 -1.87 -0.36
O 4.320941 28.049141 -16.172782 11.98 13.47 3.86
O 4.632053 25.940424 -11.770972 -0.25 2.13 -3.35
O 2.438288 23.858701 -14.137012 0.07 -1.01 0.46
O 8.149999 30.732244 -13.974058 0.65 0.34 -0.01
N 5.106320 25.123547 -9.370314 1.45 0.53 1.42
N 6.274929 29.224739 -16.299017 -0.36 -0.16 -0.75
N 7.231930 29.054293 -12.717319 0.00 0.52 0.93
N 3.176547 26.767394 -13.306700 -1.15 -1.86 -0.39
N 4.250646 31.484143 -12.042199 -0.26 1.96 2.42
N 2.457117 25.653886 -16.467559 1.28 -0.27 -1.29
N 1.875822 23.356427 -12.031350 0.76 -0.98 0.60
C 5.771977 30.518765 -15.795700 -0.19 -0.50 -0.88
C 3.597032 25.856447 -12.421134 -2.15 1.53 -2.04
C 6.085208 24.379289 -13.685550 2.63 -0.29 -0.35
C 2.189934 22.402856 -10.991682 -2.42 -1.62 0.47
C 3.294346 24.574928 -16.358992 -3.43 -1.68 -1.84
C 2.200495 31.384443 -14.278521 0.32 -0.11 -0.17
C 3.116449 26.938358 -16.731438 -7.32 -7.18 -2.36
C 5.436319 24.770853 -7.984791 -0.24 0.27 -0.08
C 7.261052 28.109771 -13.812136 0.50 3.11 1.29
C 4.719276 32.341065 -11.054964 2.26 1.21 -0.48
C 1.812006 26.573021 -13.932465 1.12 -2.75 0.78
C 7.653066 29.290849 -16.751515 0.88 -1.16 -0.07
C 6.436847 28.610632 -11.521521 1.02 0.91 -0.54
C 2.553233 29.988134 -14.833590 -1.89 2.32 -2.14
C 4.141256 24.438268 -10.016506 0.82 -0.04 0.21
C 7.278086 23.626005 -13.002237 -1.04 0.87 -0.73
C 4.990778 31.340899 -13.250698 -0.36 -1.30 0.08
C 2.507892 23.091686 -13.184264 -0.48 1.61 -1.35
C 6.024836 26.186218 -9.903757 0.00 -0.31 1.77
C 3.889334 28.000124 -13.594784 -0.74 -0.79 2.97
C 1.064365 25.574361 -16.841144 0.13 -0.67 0.49
C 5.537336 28.084872 -16.376067 2.36 4.11 -1.11
C 0.688192 24.199295 -11.880100 0.04 -0.77 -0.46
C 3.426395 30.418150 -11.491980 -0.55 -0.19 1.70
C 7.748985 30.333432 -12.905017 -0.85 -1.93 1.18
H 8.078266 23.290290 -13.661877 -0.35 0.06 -0.04
H 4.174404 28.219847 -14.623639 -0.20 -1.04 1.08
H 3.165684 22.209041 -13.205733 -0.11 0.02 0.28
H 2.755879 27.243838 -17.713668 0.23 0.54 -0.12
H 0.763394 24.850223 -11.009043 0.24 0.15 -0.15
H 2.906264 25.004131 -12.328360 0.45 0.66 0.32
H 5.385211 25.677915 -7.382537 0.24 0.01 0.16
H 4.252819 30.976651 -13.965429 1.13 0.07 0.43
H 7.691619 30.921839 -11.976212 0.16 0.24 -0.15
H 6.681380 27.622579 -11.131569 1.23 0.92 -0.62
H 3.420721 29.426904 -14.486331 -1.20 1.80 -0.59
H 2.050844 22.868316 -10.015926 -0.86 -0.88 -0.87
H 5.741163 26.526324 -10.899721 0.82 -0.72 1.69
H 3.207699 22.014558 -10.953299 -0.16 0.31 -0.56
H 6.439684 24.345649 -7.961148 0.15 0.15 0.11
H 2.606491 30.181749 -15.904942 -0.02 -0.66 -0.14
H 7.847973 29.738493 -17.726046 -0.62 0.41 0.03
H 0.514891 24.738868 -12.811191 -0.04 -0.17 0.62
H 4.761982 24.045972 -7.528807 -0.17 0.06 -0.50
H 5.640158 23.775679 -14.476539 -0.28 -0.07 0.44
H 7.542704 28.652433 -14.714508 0.22 -0.41 0.67
H 3.125164 28.682937 -13.223431 0.98 -0.24 -0.09
H 8.030362 28.273352 -16.853794 -0.02 -0.22 -0.01
H 5.933584 31.290406 -16.548403 -0.10 -0.14 -0.33
H 5.430551 32.244232 -13.673413 -0.10 0.05 0.70
H 5.735139 30.576396 -13.028046 -0.24 0.23 -0.75
H 6.738134 22.785709 -12.565831 0.69 -0.09 0.76
H 4.181805 32.277591 -10.096161 -0.25 -0.07 -0.23
H 7.940159 27.272768 -13.649852 0.47 1.55 1.02
H 1.163151 31.659186 -14.469637 0.23 -0.26 0.28
H 1.374118 25.602151 -13.700593 1.07 0.53 -0.32
H 0.582572 24.737918 -16.334834 -0.05 0.09 0.23
H 6.351680 30.862158 -14.938884 -0.17 -0.53 -0.26
H 6.509394 29.347218 -10.721346 0.17 0.06 -0.01
H 2.873305 29.728886 -12.130025 0.56 0.72 -0.14
H 2.526870 31.460166 -13.241292 -0.68 0.62 -0.40
H 1.128795 27.406204 -13.767752 0.99 -4.52 3.38
H 4.699566 30.438820 -15.617773 0.61 0.02 -0.19
H 2.653302 30.820322 -10.837254 -0.26 0.64 -0.29
H 5.467769 24.777854 -12.880545 0.13 -0.21 -0.90
H 4.737980 28.092061 -12.916959 -0.58 -0.39 -0.78
H 4.265376 24.742001 -11.067479 -0.84 -2.01 1.31
H 5.380083 28.466747 -11.746577 0.43 0.65 0.26
H 6.088163 27.216546 -16.769508 -0.27 0.03 0.01
H 2.871539 27.657905 -15.950172 -2.93 -1.44 -0.78
H 1.500575 21.574579 -11.155536 -0.07 -0.56 0.21
H 8.289274 29.749649 -15.994648 -0.19 0.32 -0.13
H 6.280374 27.669897 -13.993446 0.35 1.83 1.02
H 4.194549 26.996148 -16.581641 -1.91 -6.52 -2.42
H -0.192333 23.572614 -11.738536 -0.03 -0.25 0.17
H 7.077691 25.920781 -9.808109 -0.27 -0.65 -0.20
H 0.658561 26.534862 -16.523525 -0.48 -0.11 -0.11
H 6.057410 27.047035 -9.235903 -0.95 0.25 0.47
H 0.846756 25.424834 -17.898685 0.40 0.14 -0.28
H 4.317900 24.820552 -16.036160 -0.14 -0.12 -0.07
H 1.962373 26.665528 -15.008076 -0.11 -0.77 1.21
H 3.960876 29.847744 -10.732324 0.46 -0.59 -0.43
```
Forces are in eV/Å.

Values from the calculation:
LUMO in eV: 0.021
Gap between HOMO and LUMO in Eh: 0.2843
2S+1: 1
Energy above the lowest of the compared OMol25 structures with the same formula, charge and spin in kcal per mole: 534.03
Molecular weight in g/mol: 887.39
HOMO in eV: -7.7

***

2.
Density functional theory data (the ωB97M-V functional and the def2-TZVPD basis) for a structure of composition C29H35N9SSbSeYb.

```
77
Properties=species:S:1:pos:R:3:forces:R:3
Yb -0.651133 -0.172921 0.375599 0.10 -0.20 -0.15
Sb -3.489682 0.436029 2.547231 0.00 -0.18 -0.06
Se -2.761782 3.846231 1.865045 -0.26 0.21 0.16
S 1.372798 -3.494325 -2.454073 -0.09 0.05 0.05
N -0.777068 2.080725 0.644736 -0.14 0.10 0.07
N 1.823706 2.876245 -2.127100 -0.02 0.02 0.00
N 0.885196 -1.880867 -0.577122 -0.03 0.02 0.10
N -0.342672 0.241216 2.673834 0.16 0.06 -0.01
N 1.000687 0.830091 -1.048554 -0.10 -0.03 0.06
N -1.935803 -2.099597 1.659987 0.09 0.00 -0.10
N -0.292609 -1.974490 -1.280311 -0.12 0.17 0.29
N -1.218775 -3.070628 -3.127679 -0.01 0.02 -0.05
N -2.744439 0.422577 -0.553675 -0.08 0.06 -0.20
C 3.746283 4.270284 -1.401456 0.00 -0.07 -0.05
C 1.850454 -2.584603 -1.048520 0.01 0.00 -0.04
C 1.017023 1.248041 4.345182 -0.06 -0.01 0.12
C 3.220061 -2.676055 -0.463366 0.02 -0.11 0.07
C 2.273004 2.902567 -3.529916 0.11 -0.02 -0.07
C -3.095156 -1.677063 2.214670 -0.03 0.15 0.01
C -4.865908 1.343808 0.049731 -0.01 -0.09 0.01
C 1.401709 1.789969 -1.567584 0.01 0.00 -0.07
C -0.338855 -3.929503 1.257542 -0.07 -0.01 -0.01
C -4.059699 -2.550317 2.689099 0.03 0.04 -0.02
C -3.842838 -3.916549 2.608209 0.01 -0.02 0.00
C 4.425041 3.168344 -2.214241 -0.05 0.03 -0.01
C -3.661372 0.747860 0.379810 0.18 0.12 0.29
C -2.629253 -4.348677 2.117453 -0.03 0.00 0.03
C 3.393903 -3.924935 0.410425 0.01 0.04 -0.03
C -0.106904 1.770619 4.958991 0.05 -0.01 -0.04
C -1.904608 0.546060 -2.863186 -0.04 0.03 0.05
C -1.355485 1.524873 4.403219 0.00 -0.05 -0.01
C -2.983604 0.752419 -1.839987 0.01 -0.10 0.01
C -1.438115 0.765442 3.250598 -0.21 -0.06 -0.17
C 0.867890 0.477387 3.203658 0.04 -0.11 -0.09
C -4.181208 1.335901 -2.226154 -0.08 0.01 0.02
C -1.689155 -3.426081 1.672563 0.07 0.03 -0.01
C 2.049772 -0.096411 2.474210 -0.06 0.05 0.04
C -1.551579 2.832450 1.113149 0.40 -0.10 -0.22
C -0.208630 -2.794964 -2.294567 0.13 -0.09 -0.04
C 3.806893 3.075903 -3.609580 -0.01 0.00 0.08
C 2.223510 4.032865 -1.300287 0.03 0.09 0.06
C -5.143860 1.621558 -1.278646 0.03 -0.01 -0.05
H 4.247866 2.250221 -4.166568 0.00 0.00 -0.01
H 3.168657 -4.833674 -0.148319 0.00 -0.01 0.01
H 1.775815 -1.025869 1.969257 0.03 -0.02 0.01
H 4.423044 -3.993733 0.757327 0.00 0.01 0.01
H -4.967393 -2.158329 3.129310 -0.01 -0.03 0.01
H 2.005260 1.430959 4.744092 0.00 -0.02 0.01
H 1.660569 4.893301 -1.662363 -0.02 -0.01 0.01
H 4.331797 2.207751 -1.698078 0.02 0.00 0.01
H -4.585099 -4.621246 2.959126 0.00 0.00 0.00
H -2.381716 -5.401173 2.095890 0.00 0.00 0.00
H 1.754962 3.732790 -4.010384 -0.03 -0.01 0.00
H 2.742800 -3.887328 1.283525 -0.01 -0.01 -0.01
H -0.318701 -4.187471 0.196754 0.03 0.01 0.01
H 1.900861 3.838930 -0.279192 -0.01 -0.03 0.00
H -2.251713 1.937413 4.846666 0.02 0.02 0.02
H 3.390711 -1.772079 0.121845 0.00 0.03 -0.03
H -2.333444 0.255930 -3.821462 0.01 0.00 -0.01
H 3.951948 -2.688298 -1.272211 0.00 0.05 -0.01
H 2.422096 0.611345 1.727820 -0.01 -0.01 -0.01
H 0.423993 -3.182629 1.457689 0.02 -0.01 0.00
H -1.179523 -0.203335 -2.556926 0.01 0.01 -0.02
H 3.931727 5.229137 -1.887089 0.00 0.01 0.02
H -4.340429 1.576978 -3.268286 0.00 -0.01 0.00
H 1.941688 1.983126 -4.008529 -0.02 -0.01 0.02
H 2.865546 -0.312922 3.161406 0.01 0.00 -0.02
H -0.013135 2.371619 5.853666 -0.01 0.00 0.00
H 4.036721 3.989900 -4.158074 0.00 -0.01 -0.03
H -1.372701 1.488355 -3.013989 0.02 -0.01 -0.01
H -6.081053 2.080270 -1.564350 0.00 0.00 0.01
H -1.111249 -3.722639 -3.884475 -0.02 0.00 0.00
H -2.131846 -2.684338 -2.956294 0.01 -0.01 0.03
H -5.572436 1.601159 0.827743 -0.01 0.03 -0.02
H 4.179436 4.330646 -0.403954 -0.01 0.01 0.01
H -0.093916 -4.830865 1.816778 0.00 0.00 0.00
H 5.491121 3.374622 -2.297291 0.00 -0.01 0.00
```
Forces are in eV/Å.

Values from the calculation:
Total charge: +2
LUMO (spin up / spin down) in eV: -4.941 / -5.462
Gap between HOMO and LUMO (spin up / spin down) in Eh: 0.2834 / 0.2642
2S+1: 2
Energy above the lowest of the compared OMol25 structures with the same formula, charge and spin in kcal per mole: 16.38
Molecular weight in g/mol: 915.49
HOMO (spin up / spin down) in eV: -12.7 / -12.7

***

| no. | E (Ha) |
| --- | --- |
| 1 | -12191.9552 |
| 2 | -5817.0838 |